67
Properties=species:S:1:pos:R:3 method="wB97M-V/def2-TZVPD" orbital_gap_ev=6.91
O -2.6950 2.2393 -5.3823
N -2.0764 3.1597 -5.8952
O -0.8814 3.3603 -5.3127
C -0.1307 2.1093 -5.1242
C 0.7562 1.3794 -6.3366
C 1.5733 0.0134 -5.9392
C 1.5872 -0.6588 -4.4431
C 0.6944 0.0368 -3.2528
N 0.4935 -0.3327 -1.7951
S -0.6099 0.8982 -1.1661
N -0.9469 2.0396 -2.4865
C -0.1362 1.4048 -3.6149
H 0.8126 1.8146 -7.4392
H 2.1982 -0.5281 -6.7907
H 2.2008 -1.6346 -4.1366
O -3.7441 1.7589 1.0756
P -5.0924 2.3048 1.6063
O -4.7901 3.8733 1.1657
C -5.0099 4.2413 -0.1781
C -6.4915 4.2968 -0.5041
O -4.5549 2.4430 3.1829
C -3.5351 1.5622 3.6527
C -2.1583 2.1933 3.4955
O -6.5988 2.9148 2.1993
C -7.5552 1.9222 2.5475
C -7.1296 1.0943 3.7468
H -4.4926 3.5461 -0.8464
H -4.5701 5.2311 -0.3244
H -6.9378 3.2977 -0.4535
H -6.6553 4.6929 -1.5092
H -7.0240 4.9249 0.2181
H -3.5964 0.5974 3.1483
H -3.7239 1.3771 4.7155
H -2.0144 2.6539 2.5150
H -1.3734 1.4453 3.6443
H -2.0160 2.9907 4.2304
H -7.7387 1.2804 1.6813
H -8.4878 2.4431 2.7828
H -6.2902 0.4388 3.4914
H -7.9509 0.4613 4.0942
H -6.8046 1.7352 4.5739
O 5.7221 -3.3541 2.4371
P 5.0186 -3.3478 1.0578
O 5.8958 -4.6147 0.4487
C 5.5051 -5.9241 0.7987
C 4.2100 -6.3198 0.1128
O 5.9824 -2.1323 0.4357
C 6.5397 -1.1612 1.3206
C 7.9391 -1.5686 1.7614
O 4.2325 -3.3408 -0.4833
C 3.0628 -2.5362 -0.5590
C 3.3619 -1.0540 -0.4227
H 5.4087 -6.0085 1.8854
H 6.3030 -6.6011 0.4830
H 3.3748 -5.7143 0.4812
H 3.9762 -7.3712 0.2971
H 4.2770 -6.1533 -0.9677
H 5.8811 -0.9935 2.1733
H 6.5990 -0.2138 0.7744
H 7.9984 -2.6176 2.0620
H 8.2734 -0.9496 2.5997
H 8.6506 -1.4465 0.9398
H 2.3542 -2.8590 0.2089
H 2.6071 -2.7228 -1.5358
H 3.6700 -0.8098 0.5996
H 2.4767 -0.4553 -0.6543
H 4.1762 -0.7524 -1.0908


15
Properties=species:S:1:pos:R:3 method="wB97M-V/def2-TZVPD" orbital_gap_ev=9.38 e_above_lowest_ev=8.231
C -1.5065 0.5557 0.1396
C -0.3335 0.0463 -0.4656
C -0.1414 -1.4929 0.0357
C 1.8580 -0.5377 -0.0031
H -1.7360 0.5098 1.1224
H -1.9586 1.6598 -0.2598
H -2.1223 -0.0298 -0.6435
H -0.3159 0.0209 -1.6379
H -0.3606 -1.0908 1.4451
H -1.1289 -2.3275 -0.4108
H 2.9605 -0.2933 0.2150
H 1.0034 2.4085 0.6326
N 1.3675 -1.6575 -0.0951
N 0.8715 0.5066 0.0950
O 1.5430 1.7220 -0.1695


44
Properties=species:S:1:pos:R:3 method="wB97M-V/def2-TZVPD" orbital_gap_ev=6.52 total_charge=+1 e_above_lowest_ev=0.000
C 0.7701 -1.9338 2.8890
C -0.5054 -2.2899 2.2972
C -0.4141 -2.0877 0.8821
H -1.3974 -2.6083 2.8310
C 0.9176 -1.5920 0.5985
C 1.6419 -1.5148 1.8400
H 2.6955 -1.2671 1.9506
H 1.0456 -2.0205 3.9417
H -1.1981 -2.3101 0.1629
H 1.3345 -1.3512 -0.3751
C -0.6977 2.0040 1.1017
C -0.3425 2.1100 2.4955
C 1.0514 1.7425 2.6339
H -1.0005 2.4224 3.3027
C 1.5565 1.4736 1.3291
C 0.4683 1.5595 0.4040
H 0.5459 1.3913 -0.6565
H -1.6442 2.2810 0.6469
H 1.6432 1.7602 3.5474
H 2.5982 1.4050 1.0408
Ti -0.1587 -0.0588 1.8644
O -0.9161 -0.1949 -1.3252
C -1.9927 -0.6968 -2.1298
C -0.5871 -0.9746 -2.6370
H -2.5843 -1.4479 -1.6059
H -2.5365 0.0019 -2.7876
H -0.1518 -1.9733 -2.4715
H 1.0149 -1.8126 -4.6591
C 0.6804 -0.7925 -4.8329
C -0.0836 -0.1841 -3.7932
C -0.4888 1.1685 -3.9978
H -1.0762 1.6941 -3.2208
C -0.2054 1.8156 -5.2119
H -0.5382 2.8458 -5.3540
C 0.4509 1.1423 -6.2514
H 0.6015 1.6336 -7.2104
C 0.9260 -0.1518 -6.0453
H 1.4574 -0.6756 -6.8278
B -0.3546 -0.1025 6.4356
C -0.7970 -0.0383 4.9587
N -1.0649 -0.0116 3.8113
H -1.1553 0.4780 7.1540
H 0.7492 0.4334 6.4870
H -0.2582 -1.2720 6.7873


31
Properties=species:S:1:pos:R:3 method="wB97M-V/def2-TZVPD" orbital_gap_ev="2.75 / 6.07" total_charge=-1 multiplicity=6 s2=8.961
Mn 0.0000 0.0000 0.0000
Br -0.5503 -2.3426 -0.0817
C -2.4154 -2.0139 -0.0020
C -3.2899 -3.1019 -0.0181
C -4.6649 -2.8847 0.0395
C -5.1643 -1.5828 0.1132
C -4.2948 -0.4797 0.1302
C -4.7774 0.8379 0.2040
C -3.8957 1.9209 0.2197
C -2.5230 1.6998 0.1620
C -2.0334 0.3979 0.0886
C -2.9000 -0.7009 0.0717
H -2.9094 -4.1183 -0.0753
H -5.3497 -3.7291 0.0272
H -6.2414 -1.4342 0.1575
H -5.8472 1.0301 0.2499
H -4.2817 2.9355 0.2770
H -1.8277 2.5338 0.1735
Cl 1.2846 4.9863 4.6865
C 0.9239 3.4831 3.8714
C 0.8531 3.4429 2.4740
Cl 1.1250 4.8946 1.5422
C 0.5615 2.2250 1.8283
Cl 0.4731 2.1754 0.0794
C 0.3294 1.0062 2.5256
O 0.0673 -0.0798 1.9009
C 0.4136 1.1032 3.9483
Cl 0.1447 -0.3423 4.9176
C 0.7047 2.3148 4.6140
Cl 0.7938 2.3682 6.3591
H -0.0607 0.0744 -1.7260


45
Properties=species:S:1:pos:R:3 method="wB97M-V/def2-TZVPD" orbital_gap_ev=10.40 e_above_lowest_ev=3.711
O -3.2504 0.7258 1.2507
C -2.0897 0.6202 0.9439
N -1.3039 1.8160 1.1630
C 0.0814 2.0015 1.0486
O 0.3335 3.2020 0.9539
C -1.3367 -0.4516 0.2190
C -1.5912 -1.9402 0.4448
O -2.4307 -2.2473 1.5938
H -1.7590 2.7065 1.4044
H 0.7797 1.1941 1.0592
H -0.2424 -0.2173 0.0487
H -1.7191 -0.2321 -0.8180
H -2.1531 -2.2119 -0.4444
H -0.6328 -2.5082 0.6583
H -2.8893 -1.4080 1.7299
H 3.4905 -1.5329 1.3533
H 2.6515 -1.4612 2.6135
O 2.8877 -2.0872 1.9234
H -0.3961 -4.8440 0.7251
H 1.0581 -4.4175 1.0547
O 0.3078 -4.2343 0.4753
H 0.4801 1.1708 -2.0482
H 0.8801 2.4287 -1.0538
O 0.6516 1.4867 -1.1374
H -3.6843 2.3005 -0.5255
H -3.0732 3.0830 -1.6188
O -3.2161 2.1607 -1.3624
H 0.0060 -1.4879 2.5207
H 0.7152 -2.7718 2.7016
O 0.5684 -1.9224 3.1727
H -1.0433 3.8600 -1.2476
H -1.3281 2.4782 -1.9095
O -1.1000 3.3916 -2.0906
H -1.3448 1.4544 -3.2431
H -0.4085 2.0805 -4.2334
O -0.5730 1.2406 -3.7908
H 2.9579 -2.1012 -0.4494
H 2.7527 -3.4262 -1.0904
O 2.6729 -2.4770 -1.3026
H 2.2550 -0.4174 -2.1976
H 2.2230 0.9742 -1.6510
O 2.8606 0.2692 -1.8967
H 4.7141 -0.8292 -0.6718
H 3.6936 0.1927 -0.2496
O 4.2165 -0.5516 0.1387


9
Properties=species:S:1:pos:R:3 method="wB97M-V/def2-TZVPD" orbital_gap_ev=10.96 e_above_lowest_ev=1.591
O 0.2030 2.0034 0.4398
C 0.0797 0.8321 0.2355
C 1.0054 -0.3673 0.0794
O -0.1328 -1.2255 -0.0453
C -1.0567 -0.1321 -0.1245
H 1.7133 -0.7018 0.8446
H 1.5198 -0.1938 -0.8765
H -1.4500 -0.0031 -1.1414
H -1.8816 -0.2118 0.5883


119
Properties=species:S:1:pos:R:3 method="wB97M-V/def2-TZVPD" orbital_gap_ev=5.79 e_above_lowest_ev=0.000
Ir 0.9316 -0.1759 1.3940
C -3.1908 6.0556 0.1489
C -2.4386 5.2270 -0.9059
C -3.4701 4.5119 -1.7778
C -1.5987 6.1617 -1.7911
C -1.5059 4.2521 -0.2083
C -1.4845 2.9394 -0.4725
C -0.5475 2.1000 0.2397
N -0.3887 0.8369 0.0693
C -1.2888 -0.0025 -0.5845
C -1.6573 -0.0300 -1.9142
C -2.5957 -0.9727 -2.3159
C -3.2379 -1.6861 -1.2965
C -2.8643 -1.6775 0.0477
C -1.7154 -0.9311 0.3766
O -0.9942 -1.0434 1.4962
C -3.6957 -2.5044 1.0478
C -3.1796 -2.4234 2.4881
C -3.7409 -3.9853 0.6467
C -5.1263 -1.9403 1.0331
C -2.8357 -1.2304 -3.8025
C -3.8920 -2.3094 -4.0406
C -3.2873 0.0560 -4.5071
C -1.5118 -1.7094 -4.4196
C 0.2174 2.6304 1.4053
O 0.6610 1.7913 2.2158
C 0.2809 4.0861 1.5600
C -0.5544 4.7942 0.7705
C 1.1596 4.7890 2.5965
C 2.5087 4.0859 2.7549
C 1.4337 6.2438 2.1989
C 0.4065 4.7581 3.9375
H -3.9300 6.6913 -0.3408
H -3.7101 5.4026 0.8534
H -2.5222 6.7022 0.7186
H -4.1224 5.2505 -2.2449
H -2.9961 3.9357 -2.5754
H -4.0913 3.8388 -1.1830
H -2.2453 6.8894 -2.2849
H -0.8561 6.7090 -1.2075
H -1.0704 5.5906 -2.5571
H -2.1394 2.4773 -1.1958
H -1.1898 0.6567 -2.6117
H -4.0770 -2.3134 -1.5697
H -2.1705 -2.8192 2.5798
H -3.1661 -1.3927 2.8445
H -3.8456 -3.0029 3.1328
H -2.7612 -4.4482 0.7634
H -4.4433 -4.5186 1.2922
H -4.0666 -4.1243 -0.3861
H -5.1218 -0.8855 1.3162
H -5.5913 -2.0275 0.0494
H -5.7442 -2.4844 1.7518
H -4.8731 -1.9943 -3.6782
H -3.9773 -2.5007 -5.1120
H -3.6199 -3.2482 -3.5538
H -4.2499 0.3900 -4.1136
H -2.5644 0.8634 -4.3751
H -3.3973 -0.1223 -5.5796
H -1.1553 -2.6127 -3.9183
H -1.6512 -1.9351 -5.4802
H -0.7337 -0.9481 -4.3354
H -0.5422 5.8691 0.8861
H 3.0833 4.1116 1.8249
H 3.0926 4.5785 3.5339
H 2.3917 3.0524 3.0465
H 1.7865 6.3111 1.1673
H 0.5571 6.8862 2.3153
H 2.2168 6.6398 2.8454
H 0.2670 3.7294 4.2750
H 0.9815 5.2921 4.6967
H -0.5741 5.2309 3.8443
C -0.4819 -3.5906 -0.5883
C 0.7724 -3.8834 -1.3248
C 0.7720 -4.8149 -2.3573
C 1.9321 -5.1328 -3.0428
C 3.1195 -4.5201 -2.6841
C 3.1287 -3.5668 -1.6768
C 1.9579 -3.2196 -0.9944
P 2.1063 -1.9794 0.3911
C 3.7081 -1.2618 -0.0984
C 4.8751 -1.7184 0.4966
C 6.1109 -1.2485 0.0769
C 6.1765 -0.3206 -0.9452
C 5.0104 0.1368 -1.5441
C 3.7640 -0.3154 -1.1345
C 2.5237 0.2335 -1.7904
C 2.3421 -3.0997 1.7915
C 2.7708 -4.4232 1.6762
C 2.7148 -5.2624 2.7744
C 2.1936 -4.7877 3.9754
C 1.7730 -3.4737 4.0852
C 1.8708 -2.6029 3.0003
C 1.5505 -1.1558 3.1175
H -1.3308 -4.1110 -1.0258
H -0.6703 -2.5269 -0.6308
H -0.3993 -3.8693 0.4674
H -0.1584 -5.3063 -2.6176
H 1.9088 -5.8552 -3.8488
H 4.0438 -4.7727 -3.1872
H 4.0662 -3.0931 -1.4292
H 4.8177 -2.4282 1.3104
H 7.0124 -1.5991 0.5614
H 7.1355 0.0599 -1.2732
H 5.0675 0.8631 -2.3466
H 2.7828 0.8013 -2.6839
H 2.0036 0.9026 -1.1033
H 1.8284 -0.5614 -2.0772
H 3.1265 -4.8003 0.7256
H 3.0474 -6.2888 2.6884
H 2.1097 -5.4532 4.8258
H 1.3809 -3.1055 5.0261
H 2.4787 -0.6323 3.3283
H 0.8482 -0.9390 3.9248
F 2.9375 0.7928 1.5308
B 4.1001 0.8694 2.5037
F 4.5129 -0.4308 2.7706
F 5.0592 1.6162 1.8647
F 3.6254 1.4570 3.6657


70
Properties=species:S:1:pos:R:3 method="wB97M-V/def2-TZVPD" orbital_gap_ev=9.60
C -3.3371 1.0592 -5.0089
C -2.4280 0.5301 -3.9358
C -3.1479 -0.4359 -3.0174
O -3.2800 -1.7469 -3.5465
C -2.0700 -2.2496 -3.9478
O -1.7485 -2.2012 -5.1164
C -1.1408 -2.8446 -2.9208
S 0.5363 -2.2652 -3.3509
P 1.5347 -1.7649 -1.4623
Cl 2.7946 -1.3186 0.2738
C 0.2473 -0.6243 -0.8427
C -0.2713 -1.1631 0.4817
C -1.6427 -0.7268 0.8305
O -0.3818 -0.2630 1.4896
O -2.0702 1.6412 -3.0518
C -0.7816 2.0382 -3.1543
O -0.0739 2.0330 -2.1622
C -0.2259 2.5449 -4.4758
S 0.7284 1.3268 -5.4101
H -4.1768 1.5839 -4.5702
H -3.7308 0.2650 -5.6350
H -2.8306 1.7589 -5.6615
H -1.5069 0.1317 -4.3346
H -2.6831 -0.4278 -2.0329
H -4.1531 -0.0700 -2.8591
H -1.4159 -2.5939 -1.9005
H -1.2078 -3.9218 -3.0033
H 2.5497 -1.2253 -2.2553
H 1.5208 -3.1118 -1.0992
H 0.6929 0.3270 -0.5847
H -0.6011 -0.5269 -1.4958
H -0.0118 -2.1649 0.7509
H -2.1955 -1.3320 1.5285
H -1.9701 0.2763 0.6120
H 0.4011 3.3899 -4.2459
H -1.0470 2.9162 -5.0779
H -0.2390 0.5289 -5.8849
C -3.7362 -0.1447 6.0976
C -3.9396 1.1156 5.2849
O -3.8133 0.6804 3.9230
S -4.3696 -0.8127 3.7836
O -5.7001 -0.7734 3.3068
O -3.3732 -1.5927 3.1435
O -4.3972 -1.1698 5.3408
H -2.6789 -0.4034 6.1779
H -4.1695 -0.0764 7.0910
H -3.2012 1.8805 5.5046
H -4.9421 1.5251 5.4230
C 4.3224 -0.5613 4.1448
C 3.0284 -1.3289 3.9999
O 3.1964 -2.4748 4.8491
S 4.0977 -2.0789 6.1114
O 3.2532 -1.7817 7.2096
O 5.1536 -3.0142 6.2172
O 4.6668 -0.6979 5.5320
H 5.1196 -1.0042 3.5452
H 4.2165 0.4882 3.8865
H 2.8378 -1.6370 2.9774
H 2.1779 -0.7514 4.3687
C 2.9801 2.8515 -0.4882
C 2.8905 1.8158 -1.5840
O 4.1731 1.8700 -2.2304
S 5.3028 2.2310 -1.1548
O 5.9272 1.0381 -0.7163
O 6.0509 3.3271 -1.6456
O 4.3218 2.7377 0.0079
H 2.8411 3.8607 -0.8808
H 2.2685 2.6737 0.3129
H 2.1005 2.0241 -2.2896
H 2.7576 0.8112 -1.1715


11
Properties=species:S:1:pos:R:3 method="wB97M-V/def2-TZVPD" orbital_gap_ev=7.58 total_charge=+1 e_above_lowest_ev=0.521
C -0.0966 1.0961 -1.0618
C 0.4659 2.5883 -1.1817
C 0.6179 1.5017 1.1542
N 0.0629 0.7219 0.2737
N 1.1239 2.8198 0.1344
O -0.5269 0.3967 -1.9032
O 0.3415 3.4299 -1.9884
O 0.7613 1.5224 2.3130
O 2.0944 3.4964 0.2183
O -0.4811 -0.4812 0.6662
H -0.6402 -1.2372 0.1230


27
Properties=species:S:1:pos:R:3 method="wB97M-V/def2-TZVPD" orbital_gap_ev="6.40 / 6.40"
C -0.0576 -1.4140 -2.0972
C -1.3943 -1.5315 -1.5886
C -1.3207 -2.1514 -0.2864
C 0.0730 -2.4088 -0.0027
C 0.8406 -1.9489 -1.1217
Sn -0.4530 0.0623 0.1286
C -1.0734 1.8044 -1.0579
C 0.3482 2.0087 -1.5333
C 0.6719 2.5748 -2.7480
N 1.1896 1.3908 -0.6723
H -2.1588 -2.4615 0.3161
H -2.3015 -1.2514 -2.1047
H 0.4492 -2.9906 0.8250
H 1.9028 -2.0933 -1.2587
H 0.2197 -1.0526 -3.0798
H -1.8047 1.5202 -1.8007
H 2.1882 1.3776 -0.8867
H -1.4226 2.3821 -0.2042
H -0.1358 2.8584 -3.3993
H 1.6882 2.5595 -3.1133
C 0.0277 0.1403 4.3450
O -0.3158 0.1189 2.9427
C 0.6930 0.0467 2.0690
O 1.8763 0.0235 2.3340
H 1.1150 0.1098 4.4624
H -0.4487 -0.7343 4.7871
H -0.3965 1.0602 4.7459


28
Properties=species:S:1:pos:R:3 method="wB97M-V/def2-TZVPD" orbital_gap_ev="6.95 / 8.30" e_above_lowest_ev=7.135
C 2.1359 -2.7639 -1.2048
C 1.6821 -2.0783 0.8557
C -0.2458 -2.7031 -0.6217
C -0.0888 0.4848 0.9212
C 0.8924 -1.5988 1.9256
C 0.9841 0.0032 1.7244
C -1.4366 0.9469 0.7818
C -0.3785 0.4226 -1.6892
C 0.0693 2.5547 -0.5113
C -0.5473 1.1732 -0.4006
N 3.2439 -2.4381 -0.5947
N 2.9162 -1.9287 0.6003
N 1.0595 -2.6207 -0.3144
H 1.9443 -3.1047 -2.1592
H -0.4478 -3.1652 -1.4998
H -0.1093 -1.8925 1.8558
H 1.2958 -1.7874 2.9961
H 1.9642 0.2956 1.4808
H 0.8979 0.4245 2.7426
H -1.6205 1.8499 1.4672
H -2.2346 0.1724 0.8670
H -1.0242 -2.7021 0.1433
H -0.9490 1.0858 -2.4457
H -0.8363 -0.5229 -1.9005
H 0.7247 0.3931 -1.9127
H 1.1138 2.4435 -0.9206
H 0.2785 2.9994 0.3686
H -0.6927 3.0554 -1.2057


33
Properties=species:S:1:pos:R:3 method="wB97M-V/def2-TZVPD" orbital_gap_ev=8.00 total_charge=+1
C 3.9884 1.1654 0.1289
C 3.6556 1.7760 1.4707
O 2.3160 2.2760 1.4888
C 1.4354 1.3146 1.9728
C 0.0570 1.5681 1.4989
N -0.8910 0.8533 2.0403
C -2.2212 1.0526 1.4921
N -2.4012 -0.0474 0.4467
C -2.3177 -1.1432 0.9723
O -2.1302 -2.1724 1.4957
C -2.2182 2.3322 0.6563
S -0.4453 2.6620 0.3220
H 4.3142 1.9322 -0.5502
H 3.1287 0.6562 -0.2837
H 4.7967 0.4547 0.2130
H 4.3195 2.5800 1.7189
H 3.8073 1.0212 2.2364
H 1.7213 0.3341 1.5988
H 1.4536 1.3218 3.0592
H -0.6106 0.2265 2.7810
H -3.0230 0.9242 2.1973
H -2.6219 2.0167 -0.2829
H -2.7481 3.1539 1.1004
C -1.3330 -1.7490 -2.8824
C -1.8893 -3.1465 -3.0603
O -1.1832 -4.0632 -2.2193
O 0.0532 -1.7325 -3.1784
H -1.8354 -1.0427 -3.5430
H -1.4672 -1.4206 -1.8397
H -1.7362 -3.4833 -4.0830
H -2.9583 -3.1820 -2.8281
H -1.4283 -3.8814 -1.3082
H 0.4123 -2.5578 -2.8314


Copy entry 11 word for word.
28
Properties=species:S:1:pos:R:3 method="wB97M-V/def2-TZVPD" orbital_gap_ev="6.95 / 8.30" e_above_lowest_ev=7.135
C 2.1359 -2.7639 -1.2048
C 1.6821 -2.0783 0.8557
C -0.2458 -2.7031 -0.6217
C -0.0888 0.4848 0.9212
C 0.8924 -1.5988 1.9256
C 0.9841 0.0032 1.7244
C -1.4366 0.9469 0.7818
C -0.3785 0.4226 -1.6892
C 0.0693 2.5547 -0.5113
C -0.5473 1.1732 -0.4006
N 3.2439 -2.4381 -0.5947
N 2.9162 -1.9287 0.6003
N 1.0595 -2.6207 -0.3144
H 1.9443 -3.1047 -2.1592
H -0.4478 -3.1652 -1.4998
H -0.1093 -1.8925 1.8558
H 1.2958 -1.7874 2.9961
H 1.9642 0.2956 1.4808
H 0.8979 0.4245 2.7426
H -1.6205 1.8499 1.4672
H -2.2346 0.1724 0.8670
H -1.0242 -2.7021 0.1433
H -0.9490 1.0858 -2.4457
H -0.8363 -0.5229 -1.9005
H 0.7247 0.3931 -1.9127
H 1.1138 2.4435 -0.9206
H 0.2785 2.9994 0.3686
H -0.6927 3.0554 -1.2057